Below is C24H33ClI2P2RuSb as an isolated structure at a distorted geometry, with properties calculated with ωB97M-V/def2-TZVPD.

Structure (XYZ):
```
64
Properties=species:S:1:pos:R:3:forces:R:3:nbo_charge:R:1
I -0.886 -2.035 -0.641 -0.2 -0.1 -0.9 0.11
I -0.281 -0.622 1.878 -0.5 0.7 1.7 -0.05
Ru 1.266 2.302 -1.932 2.8 0.3 2.0 1.09
P 1.912 -1.061 -0.046 0.0 0.8 -0.4 0.83
C 2.141 -2.795 0.480 -0.3 0.2 -0.3 -0.97
C 2.696 -1.068 -1.686 0.6 -0.2 0.5 -0.95
H 3.664 -1.530 -1.450 0.2 0.2 -1.0 0.24
H 3.978 -0.893 1.021 0.2 0.5 0.5 0.23
H 2.795 -0.050 -2.125 0.1 -0.7 0.2 0.21
H 3.223 0.759 0.845 0.2 -0.3 0.3 0.24
H 1.581 -3.462 -0.180 0.3 -0.1 0.2 0.24
H 2.082 -1.718 -2.329 0.4 0.3 0.1 0.25
C 3.069 -0.288 1.137 0.2 -0.2 -0.6 -0.95
H 3.205 -3.007 0.436 0.2 -0.3 0.1 0.24
H 2.653 -0.367 2.156 0.3 0.1 -0.5 0.25
H 1.783 -2.901 1.508 0.1 -0.1 -0.1 0.25
P -1.205 1.465 -0.479 -0.1 0.2 1.3 0.82
C -3.046 1.292 -0.155 -0.1 -0.2 -0.5 -0.92
C -1.005 3.055 0.430 0.0 -0.4 -0.3 -0.94
H -0.211 2.279 -2.658 -2.7 0.0 -1.4 0.09
H -1.904 2.868 -2.213 0.4 0.2 -0.8 0.27
H -1.651 1.153 -2.747 0.3 0.4 -0.4 0.28
C -1.236 2.005 -2.195 -0.7 0.2 0.0 -0.91
H 0.028 3.412 0.244 -0.5 0.3 0.5 0.22
H -1.776 3.752 0.065 0.5 0.0 0.3 0.24
H -3.526 2.271 -0.364 0.3 -0.5 0.1 0.24
H -3.269 1.023 0.893 0.4 0.1 -0.4 0.26
H -1.175 2.830 1.501 0.3 0.3 -0.5 0.27
H -3.510 0.533 -0.813 0.3 0.3 0.3 0.24
Cl 3.105 3.605 -1.465 -1.3 -0.9 -0.3 -0.41
C -3.896 -5.416 -2.094 -0.1 -0.5 0.0 -0.18
C -4.267 -4.074 -2.135 0.1 0.6 0.5 -0.18
C -4.073 -3.227 -1.028 0.3 -0.9 -0.1 -0.31
C -3.444 -3.761 0.103 0.6 0.2 1.2 -0.23
C -3.065 -5.085 0.192 -0.1 -0.7 -0.6 -0.31
C -3.317 -5.908 -0.926 0.2 -0.6 0.3 -0.18
Sb -2.368 -2.583 1.671 -1.7 -0.6 0.4 1.54
C -3.951 -1.307 2.346 -0.1 -0.9 -0.1 -0.32
C -3.886 -0.338 3.341 0.0 0.2 0.4 -0.27
C -5.081 0.090 3.955 0.4 -0.3 -0.6 -0.19
C -6.304 -0.433 3.523 -0.1 -0.2 -0.1 -0.17
C -6.359 -1.369 2.488 0.6 -0.1 0.0 -0.17
C -5.170 -1.824 1.902 -0.5 0.7 1.0 -0.27
C -1.296 -3.761 3.224 0.4 1.5 0.0 -0.31
C -1.214 -3.189 4.517 1.0 -1.0 0.0 -0.22
C -0.278 -3.726 5.452 -0.7 -0.4 -1.5 -0.18
C 0.453 -4.891 5.106 -0.7 0.3 -0.5 -0.16
C 0.392 -5.374 3.783 0.3 -0.1 0.6 -0.20
C -0.365 -4.695 2.814 0.1 -0.8 -0.9 -0.24
H -4.114 -6.107 -2.950 0.4 0.9 0.9 0.25
H -4.683 -3.653 -3.038 -0.3 0.0 0.0 0.23
H -4.424 -2.208 -1.037 0.1 0.2 -0.2 0.23
H -2.575 -5.486 1.102 -0.4 0.1 -0.8 0.23
H -3.028 -6.963 -0.871 -0.2 0.4 0.0 0.24
H -2.892 0.033 3.636 -0.6 0.0 0.1 0.23
H -5.072 0.801 4.774 0.1 0.0 -0.1 0.24
H -7.232 -0.138 4.014 0.3 0.0 -0.1 0.24
H -7.288 -1.826 2.162 0.0 0.3 0.1 0.24
H -5.202 -2.608 1.178 -0.2 -0.3 -0.3 0.23
H -1.791 -2.304 4.719 -0.2 0.1 0.4 0.23
H -0.143 -3.271 6.420 -0.2 0.1 0.1 0.24
H 1.050 -5.416 5.868 -0.2 0.4 -0.5 0.25
H 0.934 -6.301 3.523 -0.1 0.8 0.0 0.25
H -0.205 -4.875 1.722 -0.4 -0.4 1.1 0.23
```
Positions in Å, forces in eV/Å.

Values from the calculation:
Net charge: +2
2S+1: 6
Relative energy (zero: lowest compared OMol25 entry of this formula, charge and spin) (eV): 3.6351
F_max (eV/Å): 3.5
LUMO (alpha / beta) (eV): -6.87 / -8.23
Frontier orbital gap (alpha / beta) (eV): 6.0211 / 4.3337